Record 1
The following is a quantum chemistry calculation of a molecular structure, C9H21BClN2OPZr, from the OMol25 dataset.

```
37
Properties=species:S:1:pos:R:3
Zr 0.1774 -0.0563 0.3102
H -1.1655 3.8218 -1.4335
H -0.6795 -0.8905 1.9225
P -1.1885 -0.7935 -1.8656
C -2.5502 0.4212 -2.1533
H -3.1434 0.1115 -3.0307
H -3.1665 0.4470 -1.2452
H -2.1153 1.4191 -2.3095
C -0.6779 -1.1035 -3.6172
H -0.4260 -2.1676 -3.7369
H -1.5073 -0.8374 -4.2896
H 0.2001 -0.4913 -3.8451
C -2.2023 -2.3092 -1.6392
H -2.7770 -2.2384 -0.7048
H -2.8897 -2.4375 -2.4968
H -1.5350 -3.1829 -1.5660
C -0.6786 -1.8752 1.0993
O -1.1314 -2.9578 1.2262
H 3.0591 -0.9930 -0.3122
H 1.9771 -2.0973 -1.0282
H 2.1347 -0.2315 -3.0065
H 1.4887 0.9021 -1.2742
B 1.8880 -0.1225 -1.8516
N 2.2829 -1.1353 -0.9490
H -1.8062 4.0368 -1.7722
H -1.6142 0.0985 0.4226
Cl -0.0157 0.8728 5.9112
C 0.8884 1.1657 4.5022
C 2.1938 1.6480 4.5574
C 2.8829 1.7697 3.3417
C 2.2825 1.4136 2.1472
N 0.9982 0.9665 2.1371
C 0.2835 0.8436 3.2951
H 2.6261 1.8908 5.5040
H 3.8879 2.1368 3.3258
H 2.7681 1.4814 1.1689
H -0.7494 0.4739 3.2558
```

**DFT total energy**: -38434.69432 eV
**Orbital gap (spin up / spin down)**: 5.655 / 3.977 eV
**LUMO (spin up / spin down)**: -0.50733 / -0.56575 hartree
**Multiplicity**: 2
**Net charge**: +3

Löwdin atomic charges, in units of e: Zr 1.433; H 0.005; H 0.099; P 0.733; C -0.231; H 0.085; H 0.053; H 0.034; C -0.206; H 0.079; H 0.084; H 0.022; C -0.235; H 0.056; H 0.097; H 0.067; C -0.221; O 0.262; H 0.125; H 0.115; H 0.088; H 0.043; B -0.192; N 0.084; H 0.039; H 0.029; Cl 0.860; C -0.615; C 0.040; C 0.038; C -0.089; N -0.170; C -0.138; H 0.143; H 0.139; H 0.125; H 0.118


Record 2
The following is a quantum chemistry calculation of a molecular structure, C9H21Br2GeOPtS, from the OMol25 dataset.

```
36
Properties=species:S:1:pos:R:3
Pt -0.7892 -0.7265 -0.7307
Br 0.4220 1.5747 0.4395
C -1.1719 1.9385 1.4887
Br -2.4312 0.4646 1.4522
H -1.6638 2.8142 1.0664
H -0.8737 2.1037 2.5220
C 0.9508 0.5986 -3.9012
Ge -0.7016 -0.4676 -3.6861
C -0.1718 -2.3870 -3.4307
C -1.9478 -0.3932 -5.2500
C -1.7990 0.2969 -2.1310
H 1.5670 0.1451 -4.6724
H 1.5207 0.6197 -2.9764
H 0.7417 1.6216 -4.1961
H 0.0695 -2.8222 -4.3967
H -0.9700 -2.9741 -2.9841
H 0.7172 -2.4508 -2.8070
H -1.4091 -0.7438 -6.1258
H -2.2948 0.6188 -5.4313
H -2.8050 -1.0370 -5.0785
H -2.8506 0.0312 -2.2401
H -1.6816 1.3808 -2.1192
O 0.0605 -1.9182 0.9128
S -0.1182 -3.0656 -0.0368
C 0.8747 -4.4782 0.6089
C -0.0215 -5.6550 0.2924
C -1.4054 -5.3028 0.8432
C -1.7049 -3.8569 0.4507
H 1.0127 -4.3067 1.6738
H 1.8391 -4.5070 0.1089
H 0.3603 -6.5756 0.7346
H -0.0688 -5.7971 -0.7897
H -1.3808 -5.3948 1.9285
H -2.1690 -5.9843 0.4652
H -2.1055 -3.2585 1.2695
H -2.3786 -3.7864 -0.4020
```

**DFT total energy**: -222394.40585 eV
**Orbital gap (spin up / spin down)**: 8.637 / 7.038 eV
**LUMO (spin up / spin down)**: -0.09634 / -0.19876 hartree
**Relative energy (zero: lowest compared OMol25 entry of this formula, charge and spin)**: 6.8 kcal/mol
**Multiplicity**: 3
**Net charge**: +1

Löwdin atomic charges, in units of e: Pt 0.644; Br 0.670; C -0.952; Br 0.651; H 0.016; H 0.014; C -0.210; Ge 0.790; C -0.257; C -0.191; C -0.431; H 0.025; H 0.009; H 0.023; H 0.024; H -0.002; H -0.010; H 0.026; H 0.023; H 0.023; H 0.005; H -0.001; O -0.654; S 0.865; C -0.264; C -0.238; C -0.214; C -0.279; H 0.112; H 0.101; H 0.128; H 0.121; H 0.121; H 0.122; H 0.099; H 0.090


Record 3
The following is a quantum chemistry calculation of a molecular structure, C9H21BrClMnO2P2, from the OMol25 dataset.

```
37
Properties=species:S:1:pos:R:3
C -1.1166 2.8321 -1.1556
C -1.0017 1.7089 -0.2770
H -1.4798 3.6094 -0.5258
H -1.7964 2.6359 -1.9584
H -0.1937 3.1128 -1.6162
O -1.7085 1.2266 0.6462
Cl 0.0073 0.3915 -1.9609
Mn 0.5229 -1.0232 0.6528
P -1.7306 -1.5471 -0.4038
C -2.7602 -2.0120 0.9990
C -2.9023 -0.5723 -1.4081
H -3.7306 -1.2381 -1.6908
H -2.4956 -3.3460 -1.8231
H -2.4127 -0.2118 -2.3221
H -0.8455 -2.7917 -2.2641
H -3.0109 -1.1124 1.5837
H -3.3097 0.2830 -0.8509
C -1.5181 -3.0352 -1.4296
H -3.6821 -2.4853 0.6317
H -1.0666 -3.8266 -0.8196
H -2.2015 -2.7124 1.6350
P 2.1930 0.6773 0.5457
C 2.6872 0.9014 2.2680
C 3.6220 -0.0720 -0.3172
H 2.0071 2.3705 -1.2017
H 3.2185 2.7751 0.0485
H 1.4828 3.0082 0.3986
C 2.2075 2.3704 -0.1202
H 3.3140 -0.3397 -1.3397
H 4.4453 0.6508 -0.3590
H 3.6016 1.5152 2.3228
H 2.8700 -0.0830 2.7298
H 3.9271 -0.9853 0.2130
H 1.8709 1.4035 2.8181
C -0.1323 -0.5425 2.3346
O -0.5830 -0.3480 3.4607
Br 1.7014 -3.1881 0.5557
```

**DFT total energy**: -146213.65515 eV
**Orbital gap (spin up / spin down)**: 5.300 / 7.142 eV
**LUMO (spin up / spin down)**: -0.39015 / -0.34523 hartree
**Multiplicity**: 5
**Net charge**: +2

Löwdin atomic charges, in units of e: C -0.054; C -0.269; H 0.123; H 0.126; H 0.082; O 0.073; Cl 0.348; Mn 0.137; P 0.756; C -0.235; C -0.252; H 0.084; H 0.078; H 0.019; H 0.063; H 0.061; H 0.058; C -0.227; H 0.083; H 0.040; H 0.066; P 0.715; C -0.248; C -0.233; H 0.042; H 0.082; H 0.057; C -0.242; H 0.060; H 0.073; H 0.080; H 0.069; H 0.040; H 0.059; C -0.071; O 0.180; Br 0.178


Record 4
The following is a quantum chemistry calculation of a molecular structure, C9H21BrGaN2O4, from the OMol25 dataset.

```
38
Properties=species:S:1:pos:R:3
O 5.0635 -3.4725 0.4686
C 4.3065 -2.7982 -0.0977
O 4.2871 -1.5009 0.0750
C 3.5505 -0.7514 -0.9090
C 2.3739 0.0003 -0.2629
Ga 0.7513 -1.2601 -0.2026
Br -0.0353 -1.6705 -2.5063
H 3.5847 -3.2605 -0.7623
H 3.1496 -1.4042 -1.6717
H 4.2164 -0.0532 -1.4059
H 2.6997 0.2568 0.7458
H 2.1591 0.9215 -0.7946
H 1.3141 -2.6857 0.3055
H -0.4389 -0.7116 0.6927
C 1.8701 3.6195 -0.1300
O 1.4098 2.9080 -0.9950
N 1.3132 3.7806 1.0875
C 1.8964 4.6322 2.0995
C 0.0822 3.0578 1.3802
H 2.8073 4.1925 -0.2632
H 2.1392 4.0438 2.9878
H 1.1910 5.4201 2.3774
H 2.8081 5.0928 1.7234
H 0.2473 1.9843 1.2785
H -0.6948 3.3487 0.6728
H -0.2430 3.2836 2.3934
C -3.3141 -1.2171 -1.1334
O -3.0247 -0.2396 -0.4802
N -4.2185 -2.1547 -0.7472
C -4.5316 -3.2995 -1.5719
C -4.8791 -1.9969 0.5331
H -2.8670 -1.4226 -2.1180
H -5.5961 -3.2996 -1.8266
H -4.2944 -4.2233 -1.0374
H -3.9488 -3.2672 -2.4899
H -5.4305 -1.0545 0.5539
H -4.1372 -1.9743 1.3329
H -5.5668 -2.8242 0.6977
```

**DFT total energy**: -143264.15888 eV
**Orbital gap**: 7.592 eV
**LUMO**: 0.10189 hartree
**Relative energy (zero: lowest compared OMol25 entry of this formula, charge and spin)**: 12.6 kcal/mol
**Multiplicity**: 1
**Net charge**: -1

Löwdin atomic charges, in units of e: O 0.086; C -0.458; O -0.019; C -0.294; C -0.306; Ga 0.043; Br -0.036; H 0.127; H 0.070; H 0.107; H 0.043; H 0.007; H -0.098; H -0.111; C -0.357; O 0.014; N -0.197; C -0.073; C -0.026; H 0.131; H 0.087; H 0.083; H 0.077; H 0.081; H 0.095; H 0.082; C -0.388; O -0.011; N -0.204; C -0.071; C -0.057; H 0.070; H 0.080; H 0.085; H 0.084; H 0.085; H 0.092; H 0.077